This record from OMol25 describes one molecule with the formula C6H9N3. The level of theory is wB97M-V/def2-TZVPD.

Structure (ORCA input):
```
! wB97M-V def2-TZVPD RIJCOSX def2/J DEFGRID3
* xyz 0 1
H 1.56 1.71 -2.44
N 1.71 1.59 -1.44
C 1.53 0.48 -0.95
C 0.92 -1.00 -1.17
C 0.83 -0.26 0.14
C 1.54 -0.82 1.24
N 2.05 -1.32 2.14
C -0.55 0.49 0.61
C -1.48 -0.56 1.22
N -1.12 1.19 -0.49
H 1.59 -1.86 -1.19
H 0.08 -1.06 -1.84
H -0.22 1.21 1.37
H -1.78 -1.28 0.46
H -2.38 -0.08 1.61
H -0.99 -1.09 2.03
H -1.59 2.04 -0.21
H -1.69 0.61 -1.09
*
```

Properties
maximum force	4.340	eV/A
gap between HOMO and LUMO	9.43	eV
SMILES	[H]/N=C1\C[C@]1(C#N)[C@H](C)N
total energy	-10835.3684	eV
energy above the lowest of the compared OMol25 structures with the same formula, charge and spin	2.258	eV
HOMO level	-8.762	eV

This record from OMol25 describes C6H9N3 as an isolated structure. The level of theory is wB97M-V/def2-TZVPD.

Structure (ORCA input):
```
! wB97M-V def2-TZVPD RIJCOSX def2/J DEFGRID3
* xyz 0 1
C -1.44 0.15 2.36
C -0.31 0.88 1.98
C -0.77 -0.65 0.52
C 0.80 0.23 -0.37
C 0.77 1.60 -1.03
C 0.14 -1.93 -1.49
N -1.78 -0.73 1.31
N 0.23 0.20 0.99
N -0.25 -0.70 -0.81
H -2.21 0.29 3.09
H 0.20 1.60 2.48
H 1.84 -0.31 -0.53
H -0.25 2.10 -0.91
H 0.94 1.61 -2.08
H 1.54 2.32 -0.68
H -0.76 -2.50 -1.75
H 0.66 -1.51 -2.39
H 0.65 -2.64 -0.69
*
```

Properties
maximum force	3.807	eV/A
gap between HOMO and LUMO	9.00	eV
total energy	-10835.4452	eV
energy above the lowest of the compared OMol25 structures with the same formula, charge and spin	2.182	eV
HOMO level	-8.097	eV

This record from OMol25 describes a 3-piece molecular cluster, C6H9N3 overall. The level of theory is wB97M-V/def2-TZVPD.

Structure (ORCA input):
```
! wB97M-V def2-TZVPD RIJCOSX def2/J DEFGRID3
* xyz 0 1
C 1.34 -0.17 4.06
C 1.56 1.01 4.90
N 1.73 1.93 5.55
H 1.52 -1.05 4.67
H 2.13 -0.13 3.30
H 0.37 -0.11 3.59
C 0.76 1.56 -1.06
C 0.82 1.66 0.40
N 0.89 1.80 1.54
H 1.22 0.63 -1.38
H 1.31 2.43 -1.43
H -0.25 1.61 -1.44
C -2.57 -2.24 -3.96
C -1.66 -1.18 -3.45
N -0.96 -0.35 -3.09
H -2.85 -2.83 -3.09
H -1.95 -2.82 -4.64
H -3.39 -1.75 -4.47
*
```

Properties
maximum force	1.747	eV/A
gap between HOMO and LUMO	11.55	eV
SMILES	CC#N.CC#N.CC#N
total energy	-10837.1663	eV
energy above the lowest of the compared OMol25 structures with the same formula, charge and spin	0.461	eV
HOMO level	-11.118	eV

This record from OMol25 describes an isolated ion of composition C6H9N3 and charge +2. The level of theory is wB97M-V/def2-TZVPD.

Structure (ORCA input):
```
! wB97M-V def2-TZVPD RIJCOSX def2/J DEFGRID3
* xyz 2 1
C -0.42 -1.57 1.80
C 1.58 -0.14 1.45
C -0.23 -0.90 -0.46
C -2.10 1.61 -2.19
C -1.64 0.93 -1.17
C 2.84 0.31 1.10
N 0.77 -0.88 1.89
N -0.89 -1.41 0.58
N -0.53 0.05 -1.28
H -0.72 -2.27 2.59
H -3.00 2.05 -1.87
H -1.86 1.47 -3.22
H -1.91 1.22 -0.15
H 2.77 0.90 0.21
H 3.60 -0.49 0.78
H 3.44 1.02 1.66
H -1.83 -2.00 0.35
H 0.14 0.11 -2.07
*
```

Properties
maximum force	4.951	eV/A
gap between HOMO and LUMO (spin up / spin down)	7.40 / 7.54	eV
total energy	-10814.6606	eV
energy above the lowest of the compared OMol25 structures with the same formula, charge and spin	2.900	eV
HOMO level (spin up / spin down)	-17.807 / -17.939	eV